(1)
Molecular formula: C4H8O
Method: DFT, ωB97M-V with the def2-TZVPD basis set

XYZ file:
```
13
Properties=species:S:1:pos:R:3:forces:R:3
O -1.851 -2.361 0.666 0.3 0.4 0.2
C -1.391 -1.260 0.871 -0.4 -0.7 -0.9
C -0.720 -0.416 -0.204 0.3 -1.1 1.1
C 0.521 0.298 0.368 -1.3 1.6 -1.6
C 1.238 1.058 -0.779 0.9 -1.0 0.8
H -1.520 -0.812 1.864 0.1 0.3 0.3
H -0.370 -1.096 -0.981 -0.3 -0.1 -0.2
H -1.560 0.168 -0.587 0.4 0.6 -0.2
H 0.209 1.139 0.992 -0.1 -0.5 0.7
H 1.116 -0.423 0.907 0.4 0.0 0.1
H 2.058 1.632 -0.348 -0.2 0.4 -0.1
H 0.516 1.682 -1.293 0.1 0.2 -0.1
H 1.752 0.392 -1.476 -0.4 -0.1 -0.2
```
Positions in Å, forces in eV/Å.

Computed properties:
* SMILES: CCCC=O
* M: 72.1 g mol⁻¹
* ΔE to the lowest compared entry with this formula, charge and spin: 56.0 kJ/mol
* E_LUMO: 1.069 eV
* E: -232.4243 Ha

Atomic partial charges in e from the Mulliken method, atoms 1 to 8: -0.479, -0.068, -0.428, -0.404, -1.240, 0.368, 0.240, 0.326

---

(2)
Molecular formula: C6H12O
Method: DFT, ωB97M-V with the def2-TZVPD basis set

XYZ file:
```
19
Properties=species:S:1:pos:R:3:forces:R:3
C -2.588 0.259 -0.108 -0.1 0.0 0.0
C -1.324 0.302 0.748 -0.1 0.1 0.1
C -0.150 0.627 -0.154 -0.1 0.0 -0.1
C 1.258 0.504 0.372 -0.1 0.0 -0.3
C 1.706 -0.842 0.869 0.0 -0.2 -0.1
C 2.011 -0.447 -0.549 0.5 -0.1 0.0
O 1.315 -1.121 -1.588 0.5 0.0 0.1
H -2.767 1.233 -0.582 0.0 -0.2 0.2
H -2.460 -0.470 -0.918 -0.1 0.1 0.1
H -3.472 -0.025 0.469 0.0 0.1 -0.1
H -1.156 -0.682 1.215 -0.1 0.3 -0.1
H -1.428 1.028 1.561 0.0 0.0 0.0
H -0.252 1.610 -0.631 -0.2 0.0 0.2
H -0.183 -0.109 -0.967 -0.5 0.4 0.2
H 1.735 1.384 0.821 -0.1 -0.3 -0.5
H 0.930 -1.571 1.092 0.2 0.0 -0.3
H 2.552 -0.886 1.556 -0.2 0.1 -0.2
H 3.033 -0.238 -0.830 0.2 0.0 0.2
H 1.240 -0.556 -2.375 0.2 -0.1 0.5
```
Positions in Å, forces in eV/Å.

Computed properties:
* SMILES: CCC[C@H]1C[C@H]1O
* M: 100.2 g mol⁻¹
* ΔE to the lowest compared entry with this formula, charge and spin: 157.8 kJ/mol
* E_LUMO: 0.953 eV
* E: -310.9992 Ha

Atomic partial charges in e from the Mulliken method, atoms 1 to 8: -1.238, -0.204, -0.686, -0.134, -0.699, -0.165, -0.591, 0.283